Entry from the Open Molecules 2025 dataset: a structure of composition C39H35N7O4S4Ti at a distorted geometry (ωB97M-V with the def2-TZVPD basis set).

Geometry as ORCA input:
```
! wB97M-V def2-TZVPD RIJCOSX def2/J DEFGRID3
* xyz -1 2
Ti 0.0702 -0.1821 0.0682
C -2.2708 -3.3905 -1.5851
O -3.3906 -2.5295 -1.7916
C -3.7117 -1.5993 -0.8473
C -5.0417 -1.2307 -0.7858
C -5.4907 -0.2588 0.1077
C -4.6015 0.3311 0.9747
C -3.2419 -0.0011 0.9227
C -2.3308 0.5134 1.9082
N -1.0555 0.4139 1.7981
N -0.3087 0.7196 2.9134
C 0.8643 0.1840 2.7418
O 1.1430 -0.5366 1.6955
C 1.9231 0.4071 3.7491
C 1.6788 1.1878 4.8771
C 2.6890 1.4094 5.7975
C 3.9486 0.8581 5.5980
C 4.1950 0.0857 4.4725
C 3.1865 -0.1395 3.5485
C -2.7677 -0.9487 -0.0156
O -1.4911 -1.2441 -0.0876
H -2.3912 -4.1892 -2.3166
H -1.3274 -2.8714 -1.7429
H -2.2868 -3.8149 -0.5789
H -5.7300 -1.7271 -1.4597
H -6.5397 0.0079 0.1283
H -4.9355 1.0651 1.6987
H -2.7295 0.9356 2.8277
H 0.6971 1.6213 5.0090
H 2.4981 2.0226 6.6694
H 4.7395 1.0401 6.3154
H 5.1793 -0.3346 4.3082
H 3.3641 -0.7248 2.6568
S 1.7387 1.6082 0.0720
C 1.7893 2.5199 -1.4644
S 2.4875 1.7717 -2.8031
C 1.2848 3.8214 -1.4563
C 1.2193 4.6063 -2.6417
N 1.0948 5.2420 -3.5982
C 0.7502 4.4355 -0.2931
N 0.3310 4.9644 0.6445
S -1.2424 1.7615 -0.8315
C -2.0808 1.1590 -2.1985
N -3.3140 1.6540 -2.4907
C -3.9892 1.1771 -3.6839
C -2.9700 0.9239 -4.7747
N -1.9904 -0.0244 -4.2841
C -1.4170 -0.9902 -5.2011
C -0.3158 -0.4262 -6.0759
C 1.0067 -0.8086 -5.8838
C 2.0191 -0.2723 -6.6660
C 1.7204 0.6556 -7.6513
C 0.4027 1.0395 -7.8561
C -0.6070 0.4982 -7.0758
C -1.4438 0.2350 -3.0550
S 0.0256 -0.4840 -2.5708
C -3.7276 2.9209 -1.9117
C -3.2982 4.0616 -2.7982
C -4.2100 4.8516 -3.4882
C -3.7644 5.8653 -4.3294
C -2.4016 6.0908 -4.4835
C -1.4862 5.3062 -3.7929
C -1.9348 4.2983 -2.9565
H -4.7097 1.9285 -4.0071
H -4.5233 0.2494 -3.4573
H -2.4928 1.8752 -5.0424
H -3.4459 0.5112 -5.6652
H -2.2301 -1.3692 -5.8275
H -1.0313 -1.8197 -4.6100
H 1.2434 -1.5033 -5.0883
H 3.0465 -0.5632 -6.4892
H 2.5118 1.0880 -8.2498
H 0.1618 1.7681 -8.6201
H -1.6332 0.8050 -7.2456
H -3.2575 3.0083 -0.9329
H -4.8119 2.9049 -1.7654
H -5.2733 4.6757 -3.3630
H -4.4810 6.4782 -4.8618
H -2.0521 6.8808 -5.1363
H -0.4180 5.4768 -3.8871
H -1.2173 3.6934 -2.4105
C 2.6531 -3.3704 -1.6226
C 2.3596 -2.0111 -1.0472
N 3.2733 -1.0703 -1.1732
O 1.2479 -1.8367 -0.5048
H 3.7193 -3.5475 -1.7487
H 2.1615 -3.4245 -2.5959
H 2.2170 -4.1326 -0.9812
H 4.0550 -1.2058 -1.7906
H 3.0208 -0.0965 -0.9670
*
```

The gap between HOMO and LUMO (spin up / spin down) is 0.21314 / 0.22128 Ha.

Here are the Mulliken charges for atoms 1 to 2, given in e:
1. Ti -0.122
2. C -0.469